[1]
# CH3NO4S

A 2-piece molecular cluster, CH3NO4S overall in a non-equilibrium geometry (the ωB97M-V functional and the def2-TZVPD basis, OMol25).

Last columns: bonded neighbours and bond lengths (Å).
Cartesian coordinates (Å):
1 C 1.7544 -0.6629 0.5590  O3 1.210, O6 1.318, H8 1.021
2 N 0.3096 0.6717 -0.7267  O6 1.470, H9 1.009, H10 1.008
3 O 1.9969 0.3289 1.2077  C1 1.210
4 O -3.1270 -0.1875 -0.6704  S7 1.417
5 O -2.1985 -0.3061 1.5487  S7 1.450
6 O 0.9415 -0.6325 -0.4785  C1 1.318, N2 1.470
7 S -2.3994 0.4793 0.3466  O4 1.417, O5 1.450
8 H 1.9764 -1.6532 0.6713  C1 1.021
9 H -0.2582 0.5817 -1.5563  N2 1.009
10 H 1.0044 1.3807 -0.9016  N2 1.008

total charge: 0
2S+1: 1
energy above the lowest of the compared OMol25 structures with the same formula, charge and spin: 6.2 kJ/mol
E_HOMO: -10.7 eV

---

[2]
# C2H10ClN4PS

One molecule with the formula C2H10ClN4PS in a non-equilibrium geometry (the ωB97M-V functional and the def2-TZVPD basis, OMol25).

Last columns: bonded neighbours and bond lengths (Å).
Cartesian coordinates (Å):
1 C 0.8070 1.4562 -0.5312  N5 1.452, H10 1.099, H11 1.092, H12 1.089
2 C 0.8624 -1.6137 1.1863  N6 1.438, H13 1.089, H14 1.091, H15 1.097
3 N -1.1809 2.2708 0.5776  N5 1.417, H16 1.023, H17 1.016
4 N 0.4500 -2.2823 -1.0280  N6 1.370, H18 1.016, H19 1.026
5 N -0.2961 1.1830 0.3732  C1 1.452, N3 1.417, P7 1.725
6 N -0.0996 -1.8160 0.1366  C2 1.438, N4 1.370, P7 2.032
7 P -1.2654 -0.1670 -0.0905  N5 1.725, N6 2.032, S8 1.946, Cl9 1.955
8 S -2.0790 -0.0372 -1.8540  P7 1.946
9 Cl -2.4722 -0.3411 1.4378  P7 1.955
10 H 0.4628 1.7753 -1.5246  C1 1.099
11 H 1.4333 2.2382 -0.0958  C1 1.092
12 H 1.4064 0.5543 -0.6410  C1 1.089
13 H 0.4226 -0.9738 1.9503  C2 1.089
14 H 1.0897 -2.5864 1.6260  C2 1.091
15 H 1.7988 -1.1654 0.8326  C2 1.097
16 H -1.5026 2.6650 -0.3097  N3 1.023
17 H -0.7064 2.9939 1.1102  N3 1.016
18 H -0.2840 -2.4845 -1.7013  N4 1.016
19 H 1.1531 -1.6692 -1.4545  N4 1.026

total charge: 0
2S+1: 1
energy above the lowest of the compared OMol25 structures with the same formula, charge and spin: 0.0 kJ/mol
SMILES: CN(N)P(=S)(Cl)N(C)N
E_HOMO: -8.5 eV

---

[3]
# C31H65FN2O30S8

A 8-piece molecular cluster, C31H65FN2O30S8 overall (the ωB97M-V functional and the def2-TZVPD basis, OMol25).

Last columns: bonded neighbours and bond lengths (Å).
Cartesian coordinates (Å):
1 C -0.3540 -4.7077 1.3044  C2 1.531, H24 1.093, H25 1.091, H26 1.092
2 C -1.7798 -4.7472 0.7479  C1 1.531, C3 1.539, H27 1.089, H28 1.095
3 C -2.4357 -3.3635 0.5954  C2 1.539, C4 1.529, H29 1.095, H30 1.093
4 C -3.3047 -2.9456 1.7823  C3 1.529, C5 1.532, H31 1.097, H32 1.096
5 C -4.2694 -1.7933 1.4844  C4 1.532, C6 1.538, H33 1.095, H34 1.094
6 C -3.6571 -0.5821 0.7602  C5 1.538, C7 1.533, H35 1.093, H36 1.094
7 C -4.0886 0.7646 1.3525  C6 1.533, C8 1.528, H37 1.095, H38 1.095
8 C -3.1003 1.9000 1.0884  C7 1.528, C9 1.529, H39 1.095, H40 1.092
9 C -1.8413 1.7699 1.9452  C8 1.529, C10 1.526, H41 1.097, H42 1.095
10 C -0.6267 2.5197 1.4065  C9 1.526, C11 1.528, H43 1.096, H44 1.095
11 C 0.6938 2.0303 1.9993  C10 1.528, C12 1.527, H45 1.094, H46 1.092
12 C 1.9161 2.4334 1.1769  C11 1.527, C13 1.522, H47 1.096, H48 1.091
13 C 2.0985 1.6300 -0.1028  C12 1.522, N14 1.486, H49 1.093, H50 1.095
14 N 2.2022 0.1695 0.1513  C13 1.486, N15 1.428, S20 1.660
15 N 3.5110 -0.1451 0.6271  N14 1.428, C16 1.471, H51 1.017
16 C 3.5654 -1.2321 1.6162  N15 1.471, C17 1.518, H52 1.092, H53 1.095
17 C 2.5698 -1.0402 2.7466  C16 1.518, C18 1.536, H54 1.092, H55 1.093
18 C 2.8243 -1.9326 3.9705  C17 1.536, C19 1.527, H56 1.094, H57 1.092
19 C 4.2891 -2.1167 4.3591  C18 1.527, H58 1.093, H59 1.091, H60 1.091
20 S 1.6501 -0.6404 -1.1887  N14 1.660, O21 1.427, O22 1.415, F23 1.571
21 O 2.3701 -0.2867 -2.3694  S20 1.427
22 O 0.2367 -0.6952 -1.1650  S20 1.415
23 F 2.1755 -2.0713 -0.8103  S20 1.571
24 H -0.3534 -4.6699 2.3968  C1 1.093
25 H 0.1833 -3.8273 0.9481  C1 1.091
26 H 0.2191 -5.5919 1.0182  C1 1.092
27 H -1.8054 -5.2572 -0.2142  C2 1.089
28 H -2.4037 -5.3273 1.4352  C2 1.095
29 H -3.0356 -3.3381 -0.3202  C3 1.095
30 H -1.6453 -2.6210 0.4634  C3 1.093
31 H -3.8975 -3.8095 2.1080  C4 1.097
32 H -2.6695 -2.6653 2.6304  C4 1.096
33 H -5.1109 -2.1864 0.9040  C5 1.095
34 H -4.6924 -1.4523 2.4340  C5 1.094
35 H -2.5663 -0.6538 0.7640  C6 1.093
36 H -3.9477 -0.6046 -0.2942  C6 1.094
37 H -4.2271 0.6503 2.4325  C7 1.095
38 H -5.0638 1.0363 0.9350  C7 1.095
39 H -2.8096 1.8866 0.0332  C8 1.095
40 H -3.5907 2.8549 1.2876  C8 1.092
41 H -1.5851 0.7076 2.0388  C9 1.097
42 H -2.0542 2.1092 2.9645  C9 1.095
43 H -0.6020 2.4219 0.3149  C10 1.096
44 H -0.7393 3.5886 1.6166  C10 1.095
45 H 0.8137 2.4143 3.0163  C11 1.094
46 H 0.6458 0.9429 2.0870  C11 1.092
47 H 1.8023 3.4757 0.8595  C12 1.096
48 H 2.8298 2.3915 1.7722  C12 1.091
49 H 2.9894 1.9540 -0.6477  C13 1.093
50 H 1.2374 1.7941 -0.7582  C13 1.095
51 H 4.1277 -0.3433 -0.1568  N15 1.017
52 H 4.5853 -1.1983 2.0038  C16 1.092
53 H 3.4250 -2.2155 1.1566  C16 1.095
54 H 1.5668 -1.2489 2.3682  C17 1.092
55 H 2.5707 0.0128 3.0405  C17 1.093
56 H 2.3624 -2.9105 3.8075  C18 1.094
57 H 2.2914 -1.4912 4.8153  C18 1.092
58 H 4.8181 -1.1601 4.3695  C19 1.093
59 H 4.3743 -2.5439 5.3590  C19 1.091
60 H 4.8142 -2.7865 3.6760  C19 1.091
61 C -3.5368 -9.8018 1.5687  C62 1.517, O67 1.439, H68 1.090, H69 1.086
62 C -4.0052 -10.1429 0.1663  C61 1.517, O63 1.439, H70 1.086, H71 1.090
63 O -4.9756 -9.1178 -0.1152  C62 1.439, S64 1.591
64 S -4.5376 -7.7474 0.5649  O63 1.591, O65 1.416, O66 1.421, O67 1.588
65 O -3.8792 -6.9188 -0.3758  S64 1.416
66 O -5.6421 -7.2511 1.3080  S64 1.421
67 O -3.4642 -8.3650 1.5597  C61 1.439, S64 1.588
68 H -4.2537 -10.1160 2.3278  C61 1.090
69 H -2.5481 -10.1868 1.7996  C61 1.086
70 H -4.5046 -11.1045 0.0985  C62 1.086
71 H -3.1973 -10.0815 -0.5636  C62 1.090
72 C -4.7546 -2.2621 7.3553  C73 1.518, O78 1.436, H79 1.091, H80 1.086
73 C -5.6276 -2.2850 6.1137  C72 1.518, O74 1.434, H81 1.086, H82 1.091
74 O -5.4522 -0.9716 5.5642  C73 1.434, S75 1.595
75 S -3.9600 -0.4655 5.8113  O74 1.595, O76 1.418, O77 1.416, O78 1.597
76 O -3.1611 -0.7348 4.6710  S75 1.418
77 O -4.0204 0.8357 6.3674  S75 1.416
78 O -3.5887 -1.5367 6.9355  C72 1.436, S75 1.597
79 H -5.2309 -1.7290 8.1790  C72 1.091
80 H -4.4381 -3.2500 7.6779  C72 1.086
81 H -6.6832 -2.4194 6.3308  C73 1.086
82 H -5.2918 -3.0285 5.3888  C73 1.091
83 C 5.0963 0.4473 -3.8558  C84 1.516, O89 1.441, H90 1.090, H91 1.084
84 C 6.3224 -0.4141 -4.0881  C83 1.516, O85 1.439, H92 1.086, H93 1.091
85 O 7.2275 0.4681 -4.7770  C84 1.439, S86 1.590
86 S 7.0503 1.9537 -4.2389  O85 1.590, O87 1.423, O88 1.418, O89 1.586
87 O 8.0224 2.2353 -3.2388  S86 1.423
88 O 6.9157 2.8235 -5.3506  S86 1.418
89 O 5.6536 1.7333 -3.5201  C83 1.441, S86 1.586
90 H 4.4926 0.5436 -4.7586  C83 1.090
91 H 4.4715 0.1130 -3.0352  C83 1.084
92 H 6.1332 -1.2706 -4.7280  C84 1.086
93 H 6.7843 -0.7355 -3.1533  C84 1.091
94 C -7.4566 -5.0958 -0.0472  C95 1.515, O100 1.442, H101 1.091, H102 1.083
95 C -7.9249 -5.3264 -1.4696  C94 1.515, O96 1.440, H103 1.086, H104 1.091
96 O -8.8311 -4.2323 -1.7057  C95 1.440, S97 1.591
97 S -8.3306 -2.9334 -0.9355  O96 1.591, O98 1.422, O99 1.418, O100 1.586
98 O -7.5931 -2.0897 -1.8113  S97 1.422
99 O -9.4215 -2.4032 -0.2013  S97 1.418
100 O -7.3001 -3.6644 0.0225  C94 1.442, S97 1.586
101 H -8.2068 -5.4041 0.6826  C94 1.091
102 H -6.5152 -5.5762 0.1901  C94 1.083
103 H -8.4754 -6.2534 -1.5988  C95 1.086
104 H -7.1029 -5.2711 -2.1848  C95 1.091
105 C -6.4080 1.4296 -2.6388  C106 1.516, O111 1.441, H112 1.090, H113 1.086
106 C -5.0891 0.8309 -3.0864  C105 1.516, O107 1.438, H114 1.084, H115 1.090
107 O -4.3962 1.9517 -3.6635  C106 1.438, S108 1.590
108 S -4.7460 3.2838 -2.8689  O107 1.590, O109 1.419, O110 1.418, O111 1.594
109 O -3.7506 3.5539 -1.8941  S108 1.419
110 O -5.1121 4.2746 -3.8156  S108 1.418
111 O -6.0333 2.7192 -2.1171  C105 1.441, S108 1.594
112 H -7.0978 1.5684 -3.4717  C105 1.090
113 H -6.8863 0.8666 -1.8425  C105 1.086
114 H -5.1976 0.0707 -3.8508  C106 1.084
115 H -4.5110 0.4444 -2.2466  C106 1.090
116 C 7.8809 5.5917 -3.0101  C117 1.516, O122 1.444, H123 1.091, H124 1.085
117 C 8.7736 6.4818 -2.1684  C116 1.516, O118 1.440, H125 1.086, H126 1.091
118 O 7.9204 7.5976 -1.8492  C117 1.440, S119 1.592
119 S 6.4137 7.1106 -1.6807  O118 1.592, O120 1.418, O121 1.420, O122 1.587
120 O 6.0960 6.9186 -0.3121  S119 1.418
121 O 5.6116 7.9552 -2.4929  S119 1.420
122 O 6.5910 5.6910 -2.3679  C116 1.444, S119 1.587
123 H 7.7939 5.9592 -4.0336  C116 1.091
124 H 8.1856 4.5499 -3.0149  C116 1.085
125 H 9.6383 6.8626 -2.7047  C117 1.086
126 H 9.0817 5.9957 -1.2418  C117 1.091
127 C 7.9321 11.1930 -5.0095  C128 1.515, O133 1.440, H134 1.091, H135 1.086
128 C 7.4600 9.7752 -4.7623  C127 1.515, O129 1.440, H136 1.086, H137 1.090
129 O 8.5025 8.9677 -5.3406  C128 1.440, S130 1.590
130 S 9.9133 9.6715 -5.1357  O129 1.590, O131 1.421, O132 1.418, O133 1.593
131 O 10.5611 9.1422 -3.9873  S130 1.421
132 O 10.5838 9.6993 -6.3844  S130 1.418
133 O 9.3505 11.1166 -4.7708  C127 1.440, S130 1.593
134 H 7.7595 11.5141 -6.0375  C127 1.091
135 H 7.5091 11.9121 -4.3144  C127 1.086
136 H 6.5261 9.5317 -5.2596  C128 1.086
137 H 7.3824 9.5467 -3.6990  C128 1.090

total charge: 0
2S+1: 1
SMILES: CCCCCCCCCCCCCN(NCCCC)S(=O)(=O)F.O=S1(=O)OCCO1.O=S1(=O)OCCO1.O=S1(=O)OCCO1.O=S1(=O)OCCO1.O=S1(=O)OCCO1.O=S1(=O)OCCO1.O=S1(=O)OCCO1
E_HOMO: -10.1 eV

---

[4]
# C21H35ClO23P

A 7-piece molecular cluster, C21H35ClO23P overall in a non-equilibrium geometry (the ωB97M-V functional and the def2-TZVPD basis, OMol25).

Last columns: bonded neighbours and bond lengths (Å).
Cartesian coordinates (Å):
1 Cl 14.5269 26.8264 -3.5892  O2 1.460, O3 1.455, O4 1.445, O5 1.434
2 O 15.1212 25.7218 -4.3355  Cl1 1.460
3 O 13.1013 26.9622 -3.8448  Cl1 1.455
4 O 14.6739 26.5925 -2.1705  Cl1 1.445
5 O 15.1275 28.0879 -3.9101  Cl1 1.434
6 C 18.4077 26.6821 -3.1157  C7 1.540, O11 1.373, H12 1.090, H13 1.090
7 C 17.7056 25.9849 -4.2963  C6 1.540, O8 1.358, H14 1.090, H15 1.090
8 O 18.2767 26.5478 -5.3927  C7 1.358, C9 1.327
9 C 19.4240 27.1382 -5.0838  O8 1.327, O10 1.207, O11 1.415
10 O 20.3130 27.5591 -5.7832  C9 1.207
11 O 19.5217 27.2551 -3.6768  C6 1.373, C9 1.415
12 H 18.6753 25.9779 -2.3280  C6 1.090
13 H 17.7240 27.4416 -2.7366  C6 1.090
14 H 16.6382 26.2059 -4.2993  C7 1.090
15 H 18.0571 24.9584 -4.4004  C7 1.090
16 C 11.2156 25.7101 -2.7647  C17 1.482, O21 1.357, H22 1.090, H23 1.090
17 C 10.7754 26.5596 -3.8969  C16 1.482, O18 1.427, H24 1.090, H25 1.090
18 O 9.8414 27.4749 -3.3256  C17 1.427, C19 1.336
19 C 9.7129 27.1374 -2.0394  O18 1.336, O20 1.261, O21 1.298
20 O 8.9601 27.7597 -1.2418  C19 1.261
21 O 10.3584 26.0445 -1.7677  C16 1.357, C19 1.298
22 H 12.1925 26.0036 -2.3804  C16 1.090
23 H 11.2800 24.6490 -3.0058  C16 1.090
24 H 10.2605 26.0407 -4.7054  C17 1.090
25 H 11.5288 27.1896 -4.3697  C17 1.090
26 C 15.9463 26.0233 -6.6977  C27 1.552, O31 1.432, H32 1.090, H33 1.090
27 C 15.7299 27.4157 -6.0472  C26 1.552, O28 1.429, H34 1.090, H35 1.090
28 O 16.1092 28.3045 -7.1005  C27 1.429, C29 1.312
29 C 16.8928 27.6421 -7.9184  O28 1.312, O30 1.199, O31 1.274
30 O 17.6731 28.2044 -8.6339  C29 1.199
31 O 16.7873 26.3776 -7.8006  C26 1.432, C29 1.274
32 H 15.0667 25.4175 -6.9155  C26 1.090
33 H 16.3638 25.3754 -5.9270  C26 1.090
34 H 16.3804 27.7312 -5.2314  C27 1.090
35 H 14.6802 27.4343 -5.7542  C27 1.090
36 C 15.7103 24.0521 -2.4406  C37 1.520, O41 1.404, H42 1.090, H43 1.090
37 C 14.2767 23.5735 -2.2807  C36 1.520, O38 1.387, H44 1.090, H45 1.090
38 O 14.0583 23.5197 -0.9120  C37 1.387, C39 1.358
39 C 15.2362 23.6830 -0.2558  O38 1.358, O40 1.235, O41 1.330
40 O 15.5594 23.2215 0.8436  C39 1.235
41 O 16.2039 23.9386 -1.1314  C36 1.404, C39 1.330
42 H 15.7989 25.0376 -2.8978  C36 1.090
43 H 16.2805 23.4908 -3.1808  C36 1.090
44 H 14.0906 22.6278 -2.7898  C37 1.090
45 H 13.6440 24.3741 -2.6638  C37 1.090
46 C 12.2027 24.3399 -5.3350  C47 1.526, O51 1.442, H52 1.090, H53 1.090
47 C 13.3954 24.6928 -6.2194  C46 1.526, O48 1.362, H54 1.090, H55 1.090
48 O 12.7541 25.1041 -7.3482  C47 1.362, C49 1.305
49 C 11.5897 24.5302 -7.4798  O48 1.305, O50 1.217, O51 1.372
50 O 11.0116 24.4571 -8.5479  C49 1.217
51 O 11.1924 23.9662 -6.2943  C46 1.442, C49 1.372
52 H 11.7804 25.1415 -4.7291  C46 1.090
53 H 12.4934 23.5004 -4.7035  C46 1.090
54 H 14.0617 23.8513 -6.4097  C47 1.090
55 H 13.9784 25.4843 -5.7485  C47 1.090
56 C 15.6546 28.4376 0.0237  C57 1.469, H67 1.090, H68 1.090, H69 1.090
57 C 15.9643 28.2204 -1.3960  C56 1.469, O58 1.411, H70 1.090, H71 1.090
58 O 17.3079 28.4022 -1.7876  C57 1.411, P59 1.631
59 P 17.8275 29.8898 -2.2068  O58 1.631, O60 1.565, O61 1.593, O64 1.570
60 O 17.5340 31.0401 -1.1872  P59 1.565
61 O 17.2447 30.1319 -3.6700  P59 1.593, C62 1.417
62 C 17.5718 29.3505 -4.8062  O61 1.417, C63 1.589, H72 1.090, H73 1.090
63 C 17.3223 30.1849 -6.1357  C62 1.589, H74 1.090, H75 1.090, H76 1.090
64 O 19.3431 29.6477 -2.5350  P59 1.570, C65 1.473
65 C 20.2742 28.9618 -1.6226  O64 1.473, C66 1.529, H77 1.090, H78 1.090
66 C 20.8086 29.7655 -0.4368  C65 1.529, H79 1.090, H80 1.090, H81 1.090
67 H 15.8546 29.4726 0.3010  C56 1.090
68 H 14.6066 28.1669 0.1525  C56 1.090
69 H 16.3231 27.8033 0.6058  C56 1.090
70 H 15.8866 27.1407 -1.5238  C57 1.090
71 H 15.3041 28.6437 -2.1530  C57 1.090
72 H 18.5665 28.9047 -4.8051  C62 1.090
73 H 16.8063 28.5784 -4.8835  C62 1.090
74 H 16.2562 30.3998 -6.2088  C63 1.090
75 H 17.7087 31.1923 -5.9809  C63 1.090
76 H 17.7811 29.8514 -7.0665  C63 1.090
77 H 19.7604 28.1091 -1.1787  C65 1.090
78 H 21.0730 28.4204 -2.1294  C65 1.090
79 H 21.2981 29.0967 0.2711  C66 1.090
80 H 21.4546 30.5518 -0.8274  C66 1.090
81 H 19.9540 30.1700 0.1056  C66 1.090

total charge: -1
2S+1: 1
energy above the lowest of the compared OMol25 structures with the same formula, charge and spin: 703.7 kJ/mol
E_HOMO: -7.3 eV

---

| no. | gap between HOMO and LUMO (eV) | E (eV) |
| --- | --- | --- |
| 1 | 9.9519 | -21598.55494 |
| 2 | 9.1902 | -40842.36285 |
| 3 | 9.9580 | -186999.31214 |
| 4 | 9.1432 | -91235.52655 |